Below is a molecular structure, C7H11N, with properties calculated with ωB97M-V with the def2-TZVPD basis set.

Summary:
Gap between HOMO and LUMO in Eh: 0.3664
ΔE to the lowest compared entry with this formula, charge and spin in kJ/mol: 615.60
2S+1: 1
Calculated total energy in eV: -8921.3484
Molecular weight in g/mol: 109.2
Charge: 0

Atoms and positions in Å:
C: 1.49 0.79 0.25
C: 1.57 -0.76 0.25
C: 0.34 -0.67 -0.65
C: -0.92 -0.91 -0.04
C: -1.86 -0.03 -0.51
C: -1.04 0.98 0.30
C: 0.32 0.88 -0.68
H: 2.61 0.82 -0.37
H: 1.33 1.17 1.16
H: 1.07 -1.37 1.14
H: 2.72 -0.93 0.10
H: 0.48 -1.19 -1.63
H: -1.09 -2.00 0.25
H: -1.87 0.11 -1.65
H: -2.93 -0.24 -0.13
H: -1.41 2.00 0.66
H: -0.34 -0.13 1.83
H: 0.56 1.56 -1.44
N: -1.02 -0.07 1.16

Löwdin population analysis, charges in e, atoms 1 to 4: C -0.169; C -0.136; C -0.301; C -0.386